{
  "formula": "C10H16N4",
  "method": "ωB97M-V with the def2-TZVPD basis set",
  "symbols": ["C", "C", "C", "C", "C", "C", "C", "C", "C", "C", "N", "N", "N", "N", "H", "H", "H", "H", "H", "H", "H", "H", "H", "H", "H", "H", "H", "H", "H", "H"],
  "coordinates": [[-3.295564, 0.975669, -0.297016], [-1.418178, 2.593292, -0.151001], [0.299518, -0.253108, 0.162074], [1.077079, 0.693318, -0.354399], [-1.963354, 1.335281, -0.190677], [-1.140576, -0.183203, 0.123299], [3.380414, 0.990270, -1.356432], [2.617010, 1.593299, 1.040488], [-1.586803, -2.244174, -0.905332], [-2.120762, -2.109483, 1.547542], [-4.419288, 0.630535, -0.218584], [-0.973316, 3.644774, -0.012313], [2.533989, 0.621973, -0.166804], [-2.030297, -1.371769, 0.210785], [0.659265, -1.197269, 0.566959], [0.572770, 1.517119, -0.875173], [3.572596, 0.108302, -2.002886], [2.813344, 1.752837, -2.031477], [4.401244, 1.261981, -1.095701], [2.335031, 0.908812, 1.955393], [3.645215, 2.051200, 1.275766], [1.923466, 2.455040, 0.798222], [-2.163456, -3.075661, -1.169164], [-1.614097, -1.728224, -1.786900], [-0.549033, -2.547704, -0.806431], [-2.849090, -2.959481, 1.377589], [-1.237729, -2.606202, 1.873811], [-2.453218, -1.509717, 2.321242], [2.931483, -0.285062, 0.081222], [-2.947659, -1.062658, 0.085887]],
  "forces_ev_per_angstrom": [[-3.3, 0.4, 0.3], [0.1, 0.2, 0.3], [-1.8, -1.5, 0.2], [-0.2, -1.1, -0.7], [2.0, -6.8, 1.0], [-1.7, 5.3, -0.6], [-0.8, 0.7, -2.6], [1.0, 0.0, 1.9], [1.1, -0.7, 0.5], [-0.8, -2.4, -1.6], [2.4, 0.4, -0.4], [0.4, 0.5, -0.1], [0.4, 1.9, 0.1], [3.4, -0.6, 0.9], [0.5, 0.2, 0.1], [1.3, 0.0, 0.1], [-0.7, 0.2, 0.5], [1.3, -1.1, 1.5], [-0.4, 0.6, 0.6], [0.2, 1.8, -1.7], [-1.3, -1.1, -0.9], [0.7, -1.1, 0.7], [-1.3, -1.5, 0.8], [-0.1, 2.0, -2.2], [-0.1, -0.1, 0.6], [0.6, 1.2, 0.1], [1.2, 0.0, -0.3], [-0.8, 1.6, 1.2], [-0.8, -0.2, 0.5], [-2.3, 0.8, -0.8]],
  "nbo_charge": [0.159, 0.154, -0.321, 0.057, -0.099, 0.290, -0.449, -0.438, -0.424, -0.417, -0.135, -0.098, -0.392, -0.398, 0.250, 0.269, 0.255, 0.257, 0.268, 0.253, 0.282, 0.258, 0.271, 0.240, 0.229, 0.265, 0.241, 0.250, 0.456, 0.468],
  "e_above_lowest_kcal_mol": 134.3,
  "smiles": "C[NH+](C)/C=C/C(=C(C#N)C#N)[NH+](C)C",
  "e_lumo_ev": [-9.223, -9.508],
  "homo_lumo_gap_ev": [7.73, 7.36],
  "homo_energy_ha": [-0.623, -0.620],
  "e_tot_ha": -608.81438,
  "total_charge": 2
}


{
  "formula": "H7N3OP2",
  "method": "ωB97M-V with the def2-TZVPD basis set",
  "symbols": ["N", "N", "N", "O", "P", "P", "H", "H", "H", "H", "H", "H", "H"],
  "coordinates": [[1.837552, 0.070300, 0.565763], [-3.436178, 0.816937, 0.088303], [0.168525, -1.690033, -0.553108], [-1.163116, -0.198227, 1.138110], [-1.725338, 0.689340, -0.336551], [-1.413891, -1.432508, 0.059558], [2.337844, -0.262731, 1.459164], [2.437327, 0.732601, 0.232228], [-3.719652, 0.045357, 0.675295], [-4.281645, 1.090914, -0.447511], [0.864218, -1.194220, -0.139625], [0.443516, -2.623237, -0.941450], [1.005802, 0.293501, 1.052660]],
  "forces_ev_per_angstrom": [[1.1, -3.8, 3.9], [-0.1, 0.0, 0.2], [-3.6, -3.7, -1.8], [-0.5, 1.1, -0.8], [-1.3, -1.1, 1.0], [1.0, -0.1, -1.3], [-0.3, 0.1, -1.9], [1.1, 2.8, -1.1], [0.0, -0.1, 0.1], [1.6, 0.1, 0.0], [2.9, 1.8, 1.1], [-0.6, 1.4, 0.8], [-1.3, 1.6, -0.3]],
  "nbo_charge": [-1.085, -1.204, -1.200, -1.035, 0.852, 0.960, 0.355, 0.372, 0.380, 0.409, 0.408, 0.396, 0.392],
  "e_above_lowest_kcal_mol": 22.6,
  "smiles": "NP1#P(N)O1.N",
  "e_lumo_ev": 1.017,
  "homo_lumo_gap_ev": 8.61,
  "homo_energy_ha": -0.279,
  "e_tot_ha": -926.40585
}


{
  "formula": "C4H8N2",
  "method": "ωB97M-V with the def2-TZVPD basis set",
  "symbols": ["C", "C", "N", "C", "C", "N", "H", "H", "H", "H", "H", "H", "H", "H"],
  "coordinates": [[-1.181015, 1.385181, -0.987195], [-0.792087, 0.249626, -0.082825], [1.541310, -0.894327, 1.398447], [0.245901, -0.673848, -0.609376], [1.222625, -1.296720, 0.149727], [-1.379908, 0.135777, 1.042941], [-1.078870, -0.692104, 1.557509], [2.454141, -1.114823, 1.756631], [0.970833, -0.229323, 1.910056], [0.088409, -1.038382, -1.618943], [1.735833, -0.830687, -0.858843], [-1.954036, 1.988760, -0.516943], [-1.559385, 0.998537, -1.936077], [-0.313751, 2.012330, -1.205108]],
  "forces_ev_per_angstrom": [[0.0, 0.1, 0.1], [-0.3, -0.1, -0.2], [0.0, -0.3, 0.3], [-1.7, -0.7, 1.2], [0.5, 2.3, -2.4], [0.2, 0.1, 0.2], [0.0, -0.1, -0.2], [-0.2, 0.0, 0.1], [0.2, -0.1, -0.1], [0.2, 0.2, -0.1], [1.0, -1.4, 1.2], [0.0, 0.0, 0.0], [0.1, 0.0, 0.0], [0.0, 0.0, -0.1]],
  "nbo_charge": [-0.664, 0.263, -0.813, -0.368, -0.075, -0.629, 0.330, 0.393, 0.379, 0.218, 0.287, 0.235, 0.221, 0.221],
  "e_above_lowest_kcal_mol": 70.5,
  "smiles": "[H]/N=C(C)\\C=C/N",
  "e_lumo_ev": 0.822,
  "homo_lumo_gap_ev": 9.34,
  "homo_energy_ha": -0.313,
  "e_tot_ha": -266.60966
}


{
  "formula": "C5H12OS",
  "method": "ωB97M-V with the def2-TZVPD basis set",
  "symbols": ["C", "C", "C", "C", "C", "O", "S", "H", "H", "H", "H", "H", "H", "H", "H", "H", "H", "H", "H"],
  "coordinates": [[-3.150744, 1.388043, -0.231650], [0.781624, 0.077894, 1.480812], [1.555458, -2.051696, 0.506921], [1.315835, 0.074216, -0.958673], [1.169682, -0.530276, 0.376374], [-2.710032, -1.303862, 0.217461], [-1.987949, -0.128975, -0.312364], [-4.136062, 0.868548, -0.305301], [-3.136095, 2.134605, -0.977824], [0.881732, -0.431164, 2.424471], [0.200586, 1.018609, 1.481541], [-3.214666, 1.707924, 0.796806], [1.831687, -2.199775, 1.519507], [2.444833, -2.242237, -0.158201], [0.692772, -2.635267, 0.185835], [1.068714, -0.754349, -1.535685], [0.706509, 0.908325, -0.996414], [2.417405, 0.397816, -0.948172], [-2.095534, -0.218684, -1.849918]],
  "forces_ev_per_angstrom": [[-1.6, -3.2, 0.8], [-0.9, 0.7, 0.3], [0.8, 2.3, -1.8], [2.6, -0.2, 2.2], [0.7, -1.9, 1.6], [-0.2, 0.4, 0.1], [-0.6, 0.9, -2.6], [0.5, 0.3, -0.4], [0.7, 0.8, -0.7], [-0.3, -0.1, 0.3], [0.9, -0.3, 0.0], [0.7, 0.5, 0.2], [0.1, -0.6, 0.9], [-0.9, -0.2, 0.6], [0.1, -0.2, 0.1], [-0.2, -0.7, -2.4], [-1.2, 1.7, -0.7], [-1.5, -0.6, -0.8], [0.0, 0.3, 2.3]],
  "nbo_charge": [-0.819, -0.447, -0.644, -0.662, 0.069, -0.948, 1.071, 0.234, 0.234, 0.194, 0.188, 0.228, 0.216, 0.200, 0.222, 0.216, 0.212, 0.232, 0.004],
  "e_above_lowest_kcal_mol": 77.7,
  "e_lumo_ev": 0.502,
  "homo_lumo_gap_ev": 9.38,
  "homo_energy_ha": -0.326,
  "e_tot_ha": -671.00937
}